Entry 1:
Molecular formula: C26H27N5O3
Method: DFT, ωB97M-V with the def2-TZVPD basis set

Atoms and positions in Å:
H1 1.850412 1.360512 1.997917
N1 1.860600 0.403884 1.672093
C1 0.787661 -0.054127 1.166246
C2 0.774777 -1.365564 0.537861
C3 2.002366 -2.216348 0.382866
O1 2.005539 -3.164805 -0.385822
N2 3.037183 -1.894172 1.173671
C4 4.314113 -2.552523 1.054117
C5 5.454780 -1.532375 0.960747
C6 5.190430 -0.523026 -0.121038
C7 5.247647 -0.890673 -1.459531
C8 4.973189 0.030171 -2.453793
C9 4.644425 1.334229 -2.122839
C10 4.588723 1.710260 -0.792340
C11 4.853001 0.784197 0.200548
C12 -0.369637 -1.866068 0.009328
C13 -1.591247 -1.154773 0.084554
C14 -2.800362 -1.717494 -0.430329
O2 -2.944010 -2.792449 -0.972213
N3 -3.953588 -0.869708 -0.255173
C15 -5.149817 -1.330004 -0.712214
C16 -6.299696 -0.614527 -0.596301
C17 -7.606140 -1.133530 -1.102844
C18 -6.224139 0.657325 0.027477
C19 -5.034834 1.125648 0.487278
C20 -3.848098 0.357317 0.355637
N4 -2.716776 0.841294 0.806958
C21 -1.593912 0.110500 0.683153
N5 -0.442644 0.644961 1.168817
C22 -0.518234 1.938932 1.825923
C23 -0.093240 3.132281 0.940167
C24 -1.035747 3.357627 -0.260902
C25 -0.091282 3.423421 -1.463240
C26 1.124527 2.652247 -0.953123
O3 1.215385 2.979290 0.418582
H2 2.968410 -0.993580 1.648913
H3 4.270071 -3.176610 0.156853
H4 4.478293 -3.205496 1.921066
H5 5.555374 -1.021142 1.920323
H6 6.383846 -2.070073 0.758860
H7 5.506742 -1.905654 -1.724040
H8 5.017404 -0.269041 -3.491068
H9 4.436163 2.053673 -2.902348
H10 4.338291 2.725298 -0.520619
H11 4.797560 1.083841 1.236731
H12 -0.355377 -2.830333 -0.477009
H13 -5.095738 -2.308000 -1.170390
H14 -7.485476 -2.116339 -1.548621
H15 -8.324885 -1.202851 -0.287638
H16 -8.015703 -0.455941 -1.850618
H17 -7.123475 1.245354 0.131189
H18 -4.936965 2.085799 0.965916
H19 -1.555420 2.091516 2.127655
H20 0.112068 1.911967 2.719717
H21 -0.065840 4.012011 1.597292
H22 -1.614385 4.271014 -0.141155
H23 -1.729227 2.524618 -0.352109
H24 -0.515031 2.980036 -2.360935
H25 0.188547 4.455968 -1.674133
H26 2.062322 2.945947 -1.422677
H27 0.991319 1.569099 -1.085486

Cartesian forces (eV/Å) of the 6 atoms listed first:
H -0.257 -0.002 -0.117
N 0.346 0.398 0.348
C -0.140 0.046 0.113
C -0.631 -0.429 -0.501
C 0.080 0.013 0.199
O -0.097 -0.226 -0.218

- LUMO energy (eV) = -0.51
- HOMO-LUMO gap (eV) = 7.39
- relative energy (zero: lowest compared OMol25 entry of this formula, charge and spin) (kJ/mol) = 49.9
- charge = 0
- SMILES = [H]/N=c1/c(C(=O)NCCc2ccccc2)cc2c(=O)n3cc(C)ccc3nc2n1C[C@@H]1CCCO1

In elementary charge units, the Löwdin charges are:
1 H 0.06
2 N 0.16
3 C -0.29
4 C -0.03
5 C -0.45
6 O 0.04
7 N 0.07
8 C -0.17
9 C -0.13
10 C -0.24
11 C -0.04
12 C -0.08
13 C -0.10
14 C -0.10
15 C -0.05
16 C 0.08
17 C -0.05
18 C -0.35
19 O 0.09
20 N 0.11
21 C 0.02
22 C -0.25
23 C -0.04
24 C -0.01
25 C 0.02
26 C -0.24
27 N 0.15
28 C -0.20
29 N 0.07
30 C -0.08
31 C -0.29
32 C -0.11
33 C -0.14
34 C -0.19
35 O -0.11
36 H 0.08
37 H 0.11
38 H 0.12
39 H 0.11
40 H 0.12
41 H 0.12
42 H 0.10
43 H 0.10
44 H 0.10
45 H 0.11
46 H 0.14
47 H 0.14
48 H 0.08
49 H 0.09
50 H 0.09
51 H 0.12
52 H 0.12
53 H 0.12
54 H 0.13
55 H 0.15
56 H 0.11
57 H 0.09
58 H 0.11
59 H 0.11
60 H 0.11
61 H 0.12

---

Entry 2:
Molecular formula: C26H27NO4S2
Method: DFT, ωB97M-V with the def2-TZVPD basis set

Atoms and positions in Å:
C1 0.945171 -2.074355 -0.466174
C2 0.052406 -1.486026 0.349671
S1 0.549622 0.081599 1.027456
O1 1.803809 0.422318 0.379677
O2 -0.573893 0.988281 0.948791
C3 1.041082 -0.137258 2.734145
C4 0.227224 0.310136 3.771797
C5 0.669589 0.200177 5.090816
C6 1.942878 -0.295770 5.371638
C7 2.754495 -0.723667 4.320486
C8 2.302181 -0.666029 3.004662
S2 -1.684680 -2.013575 0.295137
O3 -1.697652 -3.460941 0.319053
O4 -2.298820 -1.303653 -0.811411
C9 -2.490666 -1.433301 1.800616
C10 -3.304326 -0.308985 1.724390
C11 -3.983241 0.127733 2.859953
C12 -3.823267 -0.548231 4.069851
C13 -3.004546 -1.678717 4.140852
C14 -2.358223 -2.143752 2.994928
H1 1.995213 -1.825809 -0.328032
H2 0.625328 -2.920229 -1.065231
H3 -0.740325 0.744910 3.535549
H4 0.009231 0.510731 5.895685
H5 2.284482 -0.383207 6.403525
H6 3.750488 -1.109267 4.515023
H7 2.928904 -0.995871 2.182362
H8 -3.414695 0.209890 0.778068
H9 -4.631195 0.999613 2.782170
H10 -4.325722 -0.180117 4.964196
H11 -2.869694 -2.210609 5.083858
H12 -1.751380 -3.045967 3.016116
C15 0.836014 1.171763 -2.080235
C16 -0.104854 0.549000 -2.874336
N1 0.194798 -0.532033 -3.602942
C17 -0.673975 -1.166459 -4.587379
C18 0.123245 -2.373168 -5.118696
C19 1.436350 -2.432922 -4.332920
C20 1.453225 -1.204134 -3.409821
C21 0.792040 2.553957 -1.658352
C22 1.843267 3.103683 -0.882178
C23 1.998781 4.473767 -0.733510
C24 1.062056 5.347070 -1.310535
C25 -0.067627 4.816033 -1.952757
C26 -0.219582 3.437750 -2.100823
H13 1.792625 0.696988 -1.904937
H14 -1.107261 0.972277 -2.967476
H15 -1.617060 -1.486059 -4.118247
H16 -0.939260 -0.484715 -5.411538
H17 -0.449982 -3.294237 -5.000834
H18 0.334662 -2.245228 -6.181465
H19 1.514449 -3.338063 -3.721045
H20 2.313915 -2.389492 -4.983169
H21 2.324169 -0.559115 -3.605731
H22 1.536545 -1.524311 -2.366558
H23 2.560347 2.431636 -0.421426
H24 2.851418 4.864953 -0.175768
H25 1.203496 6.430430 -1.226540
H26 -0.828568 5.496045 -2.348887
H27 -1.093011 3.034529 -2.611516

Cartesian forces (eV/Å) of the 6 atoms listed first:
C -0.851 -0.427 1.780
C 0.209 -0.161 -0.758
S 0.761 1.343 0.254
O -0.624 -0.690 0.662
O 0.447 -0.839 0.250
C -0.292 -0.110 0.341

- LUMO energy (eV) = -0.30
- HOMO-LUMO gap (eV) = 6.11
- relative energy (zero: lowest compared OMol25 entry of this formula, charge and spin) (kJ/mol) = 12.7
- charge = 0
- SMILES = C=C(S(=O)(=O)c1ccccc1)S(=O)(=O)c1ccccc1.C(=C\N1CCCC1)/c1ccccc1

In elementary charge units, the Löwdin charges are:
1 C 0.03
2 C -0.36
3 S 0.71
4 O -0.33
5 O -0.27
6 C -0.27
7 C -0.05
8 C -0.07
9 C -0.07
10 C -0.07
11 C -0.05
12 S 0.70
13 O -0.30
14 O -0.30
15 C -0.28
16 C -0.06
17 C -0.06
18 C -0.07
19 C -0.07
20 C -0.06
21 H 0.09
22 H 0.10
23 H 0.11
24 H 0.11
25 H 0.11
26 H 0.11
27 H 0.11
28 H 0.12
29 H 0.11
30 H 0.11
31 H 0.11
32 H 0.12
33 C -0.09
34 C -0.08
35 N -0.13
36 C -0.14
37 C -0.15
38 C -0.15
39 C -0.17
40 C -0.23
41 C -0.05
42 C -0.10
43 C -0.11
44 C -0.10
45 C -0.04
46 H 0.08
47 H 0.13
48 H 0.12
49 H 0.12
50 H 0.11
51 H 0.10
52 H 0.10
53 H 0.11
54 H 0.13
55 H 0.06
56 H 0.09
57 H 0.10
58 H 0.09
59 H 0.10
60 H 0.10

---

Entry 3:
Molecular formula: C26H27NO7P2S2Ti
Method: DFT, ωB97M-V with the def2-TZVPD basis set

Atoms and positions in Å:
C1 -5.711189 2.027327 1.121627
C2 -5.125499 2.341746 -0.203348
O1 -5.711005 2.740527 -1.165400
O2 -3.755098 2.114238 -0.289317
C3 -3.329095 1.830410 -1.618509
C4 -2.008515 1.103518 -1.450972
C5 -0.783823 1.655046 -1.931567
P1 -0.924082 3.015076 -3.054327
S1 -1.868163 1.914862 -4.431978
C6 0.472053 1.060046 -1.662905
C7 1.714199 1.747337 -2.150386
C8 2.012088 3.035289 -1.352054
C9 2.793493 4.081091 -2.156040
C10 3.791635 3.464349 -3.099236
O3 4.914488 3.180864 -2.804700
O4 3.272123 3.267379 -4.334430
C11 0.477235 -0.170679 -0.984493
C12 -0.726944 -0.779454 -0.603098
C13 -1.968459 -0.149232 -0.801591
P2 -3.543325 -0.949079 -0.160137
S2 -3.564857 -1.109145 1.754524
C14 -0.635894 -2.133377 0.064905
O5 -1.559123 -2.894130 -0.049301
C15 0.588003 -2.455487 0.828625
C16 0.423624 -3.488015 1.863596
C17 1.057230 -4.707637 1.697899
C18 0.909724 -5.704411 2.640095
C19 0.124540 -5.482596 3.754787
C20 -0.520190 -4.271286 3.911331
C21 -0.385288 -3.280922 2.969845
C22 1.736961 -1.838673 0.488875
C23 3.059891 -2.010655 1.150673
C24 3.428657 -0.737511 1.924716
C25 2.274797 -0.089390 2.633830
N1 1.732308 -0.799088 3.708115
O6 1.845440 0.979088 2.256264
C26 1.765617 -0.907703 -0.657804
O7 2.760200 -0.722248 -1.307573
H1 -5.336096 1.084872 1.508820
H2 -5.466711 2.803653 1.842133
H3 -6.785513 1.968105 1.003755
H4 -4.074592 1.259812 -2.162945
H5 -3.200465 2.778644 -2.122723
H6 -1.497873 4.142678 -2.462645
H7 0.322743 3.398869 -3.525894
H8 2.577249 1.103698 -2.149703
H9 1.560508 2.024028 -3.194381
H10 2.604224 2.769865 -0.480431
H11 1.083016 3.481674 -0.991158
H12 2.133954 4.724905 -2.737755
H13 3.350785 4.732937 -1.493001
H14 3.918265 2.738688 -4.829372
H15 -4.557787 -0.171085 -0.712476
H16 -3.589434 -2.146577 -0.870608
H17 1.672944 -4.879729 0.827528
H18 1.396244 -6.654537 2.491767
H19 0.015210 -6.257759 4.495306
H20 -1.139481 -4.121597 4.781046
H21 -0.905953 -2.343427 3.102669
H22 3.112043 -2.900761 1.765195
H23 3.829450 -2.122309 0.391094
H24 4.197623 -0.972779 2.659967
H25 3.850762 0.014990 1.266274
H26 0.754026 -0.570575 3.818783
H27 2.232864 -0.680992 4.578959
Ti1 -1.091764 -0.082767 -3.300745

Cartesian forces (eV/Å) of the 6 atoms listed first:
C 0.000 -0.059 0.163
C -0.252 0.448 -0.285
O 0.058 -0.228 -0.142
O 0.003 -0.795 0.088
C 0.294 0.657 0.973
C -0.367 -0.499 0.046

- LUMO energy (eV) = -8.36
- HOMO-LUMO gap (eV) = 5.38
- charge = +2

In elementary charge units, the Löwdin charges are:
1 C 0.04
2 C -0.51
3 O 0.16
4 O -0.04
5 C -0.22
6 C -0.27
7 C -0.47
8 P 0.72
9 S 0.46
10 C -0.18
11 C -0.15
12 C -0.13
13 C -0.08
14 C -0.54
15 O 0.16
16 O 0.10
17 C 0.00
18 C -0.08
19 C -0.24
20 P 0.47
21 S 0.32
22 C -0.29
23 O 0.10
24 C -0.02
25 C -0.20
26 C -0.02
27 C -0.05
28 C -0.05
29 C -0.05
30 C -0.04
31 C -0.07
32 C -0.09
33 C -0.08
34 C -0.52
35 N 0.16
36 O 0.08
37 C -0.25
38 O 0.17
39 H 0.03
40 H 0.11
41 H 0.11
42 H 0.13
43 H 0.08
44 H 0.06
45 H 0.02
46 H 0.12
47 H 0.09
48 H 0.13
49 H 0.11
50 H 0.12
51 H 0.14
52 H 0.14
53 H 0.00
54 H 0.01
55 H 0.13
56 H 0.12
57 H 0.12
58 H 0.12
59 H 0.09
60 H 0.13
61 H 0.13
62 H 0.14
63 H 0.12
64 H 0.09
65 H 0.12
66 Ti 1.03